Entry 1:
The following is a DFT calculation (ωB97M-V with the def2-TZVPD basis set) of a 10-piece molecular cluster, C30H48O30 overall in a non-equilibrium geometry.

Computed properties:
**Structure (SMILES)**: COC(=O)OC.COC(=O)OC.COC(=O)OC.COC(=O)OC.O=C1OCCO1.O=C1OCCO1.O=C1OCCO1.O=C1OCCO1.O=C1OCCO1.O=C1OCCO1
**Energy above the lowest of the compared OMol25 structures with the same formula, charge and spin**: 56.38 kcal/mol
**Calculated total energy**: -93311.78389 eV
**Maximum force**: 2.11 eV Å⁻¹
**E_HOMO**: -10.5 eV
**Kohn-Sham gap**: 10.46 eV

ORCA input file:
```
! RIJCOSX wB97M-V def2-TZVPD def2/J DEFGRID3
* xyz 0 1
C 1.830 7.049 3.315
O 1.248 6.179 2.353
C 1.437 4.867 2.525
O 2.018 4.424 3.476
O 0.959 4.219 1.482
C 0.798 2.818 1.650
H 1.235 6.933 4.223
H 1.718 8.070 2.962
H 2.869 6.877 3.587
H 0.231 2.519 2.532
H 1.748 2.285 1.697
H 0.238 2.478 0.782
C -6.060 -5.695 2.616
O -5.112 -4.851 1.926
C -5.483 -4.283 0.802
O -6.380 -4.668 0.091
O -4.748 -3.192 0.592
C -4.933 -2.459 -0.585
H -6.930 -5.156 2.973
H -5.433 -6.024 3.441
H -6.295 -6.563 2.007
H -5.917 -2.649 -1.018
H -4.212 -2.709 -1.369
H -4.853 -1.377 -0.470
C 1.562 -1.728 -1.404
O 0.856 -0.650 -0.844
C -0.401 -0.442 -1.179
O -1.013 -0.937 -2.087
O -0.832 0.613 -0.505
C -2.086 1.190 -0.919
H 1.819 -2.546 -0.728
H 2.522 -1.400 -1.811
H 1.059 -2.113 -2.292
H -2.020 1.223 -2.010
H -2.195 2.224 -0.614
H -2.905 0.520 -0.681
C 1.074 -1.089 2.503
O -0.293 -1.275 2.748
C -0.676 -1.838 3.880
O 0.036 -2.090 4.802
O -1.968 -2.195 3.876
C -2.780 -1.590 2.862
H 1.576 -0.487 3.259
H 1.245 -0.605 1.540
H 1.666 -1.991 2.324
H -2.353 -1.750 1.871
H -2.825 -0.521 3.072
H -3.792 -1.966 2.738
O 2.626 -4.708 0.460
C 3.238 -5.252 1.319
O 4.520 -4.886 1.606
C 5.040 -5.756 2.589
C 3.842 -6.594 3.040
O 2.801 -6.218 2.146
H 5.811 -6.449 2.244
H 5.512 -5.266 3.439
H 3.554 -6.296 4.052
H 3.981 -7.671 3.089
O -5.622 3.110 -1.129
C -4.962 3.932 -1.654
O -5.337 4.722 -2.684
C -4.240 5.363 -3.285
C -3.118 5.159 -2.279
O -3.632 4.153 -1.401
H -4.089 4.877 -4.253
H -4.498 6.409 -3.458
H -2.879 6.062 -1.724
H -2.296 4.775 -2.882
O 5.150 -2.725 -3.656
C 5.372 -1.701 -3.101
O 6.462 -1.396 -2.405
C 6.329 -0.125 -1.735
C 4.914 0.360 -2.163
O 4.453 -0.713 -2.969
H 6.364 -0.161 -0.651
H 7.125 0.426 -2.224
H 5.003 1.251 -2.780
H 4.287 0.554 -1.296
O 3.544 4.804 -2.817
C 2.657 4.019 -2.785
O 2.746 2.715 -3.057
C 1.464 2.134 -3.119
C 0.618 3.111 -2.219
O 1.441 4.294 -2.300
H 1.049 2.126 -4.125
H 1.519 1.131 -2.703
H 0.636 2.836 -1.170
H -0.348 3.312 -2.665
O 0.983 -6.807 -5.464
C 1.419 -6.178 -4.557
O 2.670 -5.656 -4.515
C 2.786 -4.748 -3.412
C 1.537 -5.038 -2.539
O 0.802 -5.912 -3.397
H 3.697 -5.032 -2.897
H 2.772 -3.730 -3.790
H 0.874 -4.198 -2.354
H 1.795 -5.533 -1.607
O -4.539 3.130 3.159
C -3.645 3.825 2.808
O -2.960 4.676 3.637
C -2.334 5.689 2.844
C -2.416 5.109 1.429
O -3.204 3.939 1.553
H -2.948 6.582 2.962
H -1.280 5.859 3.049
H -1.394 4.906 1.109
H -2.900 5.753 0.697
*
```


Entry 2:
The following is a DFT calculation (ωB97M-V with the def2-TZVPD basis set) of a 20-piece molecular cluster, C3H46O20 overall in a non-equilibrium geometry.

Computed properties:
**Calculated total energy**: -44806.75688 eV
**Maximum force**: 4.86 eV Å⁻¹
**E_HOMO**: -9.4 eV
**Kohn-Sham gap**: 8.08 eV

ORCA input file:
```
! RIJCOSX wB97M-V def2-TZVPD def2/J DEFGRID3
* xyz 0 1
O -4.094 1.341 0.823
H -3.150 1.260 0.981
H -4.348 1.694 -0.033
H -4.598 0.530 0.912
C 0.157 -0.692 0.953
C -0.383 0.598 0.331
C -0.789 0.404 -1.150
O -1.416 1.259 1.041
H -0.626 -1.440 1.079
H 0.753 -0.613 1.862
H 0.862 -1.080 0.218
H 0.390 1.366 0.327
H -1.709 -0.180 -1.162
H 0.001 -0.147 -1.661
H -1.031 1.351 -1.632
O -2.346 -0.621 3.099
H -1.745 -0.366 2.399
H -2.705 0.207 3.420
O 2.962 -1.731 -1.709
H 2.696 -0.878 -2.053
H 2.884 -1.642 -0.759
O -2.720 0.710 -3.691
H -1.940 1.169 -3.378
H -2.901 1.100 -4.546
O -0.376 2.512 -3.934
H -0.348 3.256 -3.332
H -0.420 2.908 -4.804
O 1.983 1.217 -4.034
H 1.836 1.063 -3.101
H 1.168 1.612 -4.343
O -1.372 4.065 0.505
H -2.312 4.235 0.460
H -1.304 3.117 0.618
O 3.566 0.412 2.836
H 2.983 0.574 3.578
H 3.225 0.969 2.136
O 3.029 2.966 1.337
H 3.690 3.423 1.857
H 2.199 3.363 1.601
O -0.699 2.060 3.740
H -0.493 1.165 4.007
H -0.837 2.004 2.794
O -3.013 -1.785 -2.926
H -2.733 -0.875 -3.022
H -2.315 -2.198 -2.417
O 3.491 -1.799 1.152
H 4.418 -1.841 0.917
H 3.442 -1.110 1.814
O -1.328 -4.167 0.258
H -1.630 -5.065 0.117
H -1.839 -3.856 1.005
O 2.969 1.194 -1.435
H 3.921 1.252 -1.358
H 2.637 1.678 -0.679
O -2.591 -3.305 2.438
H -2.651 -3.692 3.312
H -2.531 -2.363 2.597
O -0.266 4.307 -1.934
H -0.370 4.095 -1.006
H 0.166 5.161 -1.938
O -0.552 -2.825 -1.891
H 0.261 -2.378 -1.657
H -0.855 -3.218 -1.073
O 1.846 -3.620 3.143
H 1.757 -2.673 3.032
H 2.742 -3.742 3.455
O 1.747 -4.206 -0.073
H 2.532 -3.763 0.250
H 1.021 -3.728 0.327
*
```


Entry 3:
The following is a DFT calculation (ωB97M-V with the def2-TZVPD basis set) of CHClN3O4 as an isolated structure in a non-equilibrium geometry.

Computed properties:
**Calculated total energy**: -26231.10803 eV
**Maximum force**: 8.24 eV Å⁻¹
**E_HOMO (spin up / spin down)**: -3.2 / -5.4 eV
**Kohn-Sham gap (spin up / spin down)**: 7.09 / 7.60 eV
**<S²>**: 2.05

ORCA input file:
```
! RIJCOSX wB97M-V def2-TZVPD def2/J DEFGRID3
* xyz -1 3
C 1.922 -0.960 -0.433
N -1.457 0.464 0.151
N -0.959 1.308 -0.578
N -2.060 -0.544 0.036
O 1.421 -2.008 -0.464
O 2.584 -0.112 -0.845
O -3.152 -1.011 0.400
O 0.200 1.827 -0.265
Cl 0.962 -0.143 1.515
H 0.538 1.179 0.482
*
```


Entry 4:
The following is a DFT calculation (ωB97M-V with the def2-TZVPD basis set) of C20H9AuI2NO6S as an isolated structure in a non-equilibrium geometry.

Computed properties:
**Calculated total energy**: -65389.74280 eV
**Maximum force**: 1.68 eV Å⁻¹
**E_HOMO (spin up / spin down)**: -4.5 / -4.5 eV
**Kohn-Sham gap (spin up / spin down)**: 4.44 / 4.44 eV

ORCA input file:
```
! RIJCOSX wB97M-V def2-TZVPD def2/J DEFGRID3
* xyz -1 1
Au 0.573 -0.834 -0.347
O 4.993 -5.418 0.312
C 4.110 -4.606 0.146
C 2.833 -4.518 0.948
O 2.450 -5.333 1.762
C 2.139 -3.291 0.495
C 2.805 -2.798 -0.713
O 2.314 -1.940 -1.462
C 4.089 -3.507 -0.885
O 4.994 -3.238 -1.651
O 1.218 -2.694 1.064
I -3.044 -4.544 -0.826
C -3.344 -2.489 -0.503
C -4.601 -2.000 -0.207
C -4.785 -0.653 0.002
I -6.753 0.037 0.401
C -3.706 0.241 -0.018
C -3.794 1.624 0.231
C -2.658 2.385 0.275
C -1.419 1.763 0.075
N -1.311 0.486 -0.197
C -2.407 -0.288 -0.274
C -2.204 -1.678 -0.596
O -1.073 -2.138 -0.935
H -5.435 -2.683 -0.139
H -4.766 2.066 0.400
H -2.697 3.445 0.472
H -0.504 2.332 0.138
S 2.505 0.352 0.344
C 2.120 2.053 0.225
C 1.574 2.602 -0.934
C 1.264 3.948 -0.986
C 1.502 4.764 0.110
C 2.071 4.225 1.254
C 2.386 2.883 1.312
H 1.381 1.963 -1.783
H 0.829 4.360 -1.887
H 1.246 5.813 0.072
H 2.272 4.854 2.109
H 2.830 2.453 2.196
*
```


Entry 5:
The following is a DFT calculation (ωB97M-V with the def2-TZVPD basis set) of C39H55ClN7O4SSiV as an isolated structure in a non-equilibrium geometry.

Computed properties:
**Energy above the lowest of the compared OMol25 structures with the same formula, charge and spin**: 28.29 kcal/mol
**Calculated total energy**: -116888.36835 eV
**Maximum force**: 2.42 eV Å⁻¹
**E_HOMO (spin up / spin down)**: -1.3 / -1.5 eV
**Kohn-Sham gap (spin up / spin down)**: 3.19 / 3.27 eV
**<S²>**: 3.78

ORCA input file:
```
! RIJCOSX wB97M-V def2-TZVPD def2/J DEFGRID3
* xyz -1 4
V -1.041 -1.481 0.866
C -5.271 2.848 2.108
C -4.670 2.713 0.713
N -4.514 1.347 0.285
C -3.457 0.565 0.652
S -3.406 -0.998 -0.145
N -2.625 1.051 1.528
N -1.568 0.235 1.823
C -0.743 0.666 2.776
C -0.978 1.944 3.530
C 0.312 -0.206 3.109
C 1.257 0.054 4.144
C 2.199 -0.869 4.485
C 2.238 -2.100 3.793
C 1.323 -2.281 2.782
N 0.388 -1.410 2.421
H -5.262 3.890 2.434
H -4.689 2.261 2.817
H -6.303 2.492 2.127
H -3.688 3.196 0.688
H -5.297 3.219 -0.027
H -5.153 0.947 -0.374
H -2.005 2.272 3.393
H -0.331 2.753 3.176
H -0.787 1.819 4.597
H 1.220 1.007 4.656
H 2.913 -0.654 5.272
H 2.971 -2.863 4.012
H 1.333 -3.200 2.198
N -2.388 -4.576 0.498
C -2.431 -4.142 1.814
C -2.911 -5.060 2.762
C -3.031 -4.653 4.070
C -2.667 -3.356 4.421
C -2.180 -2.528 3.433
N -2.062 -2.910 2.148
C -1.901 -4.040 -0.686
C -2.422 -4.588 -1.869
C -1.959 -4.119 -3.075
C -0.980 -3.130 -3.089
C -0.517 -2.656 -1.883
N -0.969 -3.089 -0.693
H -2.964 -5.383 0.344
H -3.169 -6.065 2.455
H -3.401 -5.343 4.818
H -2.747 -2.991 5.434
H -1.873 -1.511 3.639
H -3.199 -5.340 -1.818
H -2.366 -4.508 -4.000
H -0.593 -2.724 -4.013
H 0.221 -1.873 -1.799
Cl -4.605 5.770 -4.273
C -3.646 4.602 -3.395
C -2.544 5.035 -2.667
C -1.788 4.115 -1.975
C -2.115 2.736 -1.991
C -1.380 1.790 -1.276
C -3.248 2.338 -2.748
C -4.002 3.257 -3.440
H -2.295 6.088 -2.650
H -0.932 4.444 -1.400
H -1.674 0.749 -1.299
H -0.556 2.060 -0.632
H -3.521 1.289 -2.751
H -4.869 2.951 -4.011
C 0.474 0.111 -3.849
C 1.761 0.765 -3.345
C 1.515 2.232 -3.020
C 2.867 0.653 -4.398
O 2.223 0.048 -2.217
Si 1.874 0.086 -0.589
O 0.457 -0.442 -0.205
O 3.161 -0.737 0.074
C 3.859 -1.912 -0.329
C 2.893 -2.952 -0.888
C 4.925 -1.558 -1.366
C 4.531 -2.446 0.933
O 2.041 1.656 -0.098
C 3.083 2.383 0.529
C 2.626 3.842 0.519
C 3.247 1.895 1.965
C 4.387 2.239 -0.251
H 0.093 0.619 -4.738
H -0.296 0.150 -3.075
H 0.672 -0.933 -4.101
H 1.143 2.753 -3.905
H 2.439 2.710 -2.691
H 0.778 2.340 -2.227
H 2.590 1.168 -5.320
H 3.061 -0.396 -4.631
H 3.787 1.094 -4.013
H 2.489 -2.622 -1.842
H 2.068 -3.105 -0.191
H 3.402 -3.908 -1.046
H 4.474 -1.056 -2.216
H 5.429 -2.465 -1.711
H 5.676 -0.899 -0.928
H 3.781 -2.788 1.646
H 5.102 -1.646 1.404
H 5.207 -3.272 0.701
H 1.670 3.924 1.037
H 2.492 4.187 -0.506
H 3.353 4.489 1.015
H 2.305 2.003 2.499
H 4.015 2.476 2.485
H 3.524 0.844 1.985
H 4.259 2.595 -1.276
H 4.694 1.197 -0.282
H 5.182 2.823 0.220
*
```


Entry 6:
The following is a DFT calculation (ωB97M-V with the def2-TZVPD basis set) of the molecule C2H4 in a non-equilibrium geometry.

Computed properties:
**Structure (SMILES)**: C=C
**Energy above the lowest of the compared OMol25 structures with the same formula, charge and spin**: 11.05 kcal/mol
**Calculated total energy**: -2137.42160 eV
**Maximum force**: 4.88 eV Å⁻¹
**E_HOMO**: -10.6 eV
**Kohn-Sham gap**: 12.01 eV

ORCA input file:
```
! RIJCOSX wB97M-V def2-TZVPD def2/J DEFGRID3
* xyz 0 1
C -0.627 -0.012 0.039
C 0.630 -0.003 -0.042
H -1.201 0.842 -0.060
H -1.206 -0.821 -0.060
H 1.140 0.958 0.066
H 1.247 -0.886 0.068
*
```


Entry 7:
The following is a DFT calculation (ωB97M-V with the def2-TZVPD basis set) of C40H40AsCl2N4O7PSTi as an isolated structure.

Computed properties:
**Energy above the lowest of the compared OMol25 structures with the same formula, charge and spin**: 70.59 kcal/mol
**Calculated total energy**: -191548.12338 eV
**Maximum force**: 0.57 eV Å⁻¹
**E_HOMO**: -8.1 eV
**Kohn-Sham gap**: 7.99 eV

ORCA input file:
```
! RIJCOSX wB97M-V def2-TZVPD def2/J DEFGRID3
* xyz 0 1
Ti -0.577 -1.374 -0.240
C 1.756 5.578 -2.149
C 2.501 5.210 -0.898
C 3.485 6.038 -0.374
C 4.181 5.699 0.777
C 3.878 4.520 1.437
C 2.884 3.686 0.947
C 2.208 4.017 -0.225
N 1.186 3.197 -0.750
C 1.082 1.823 -0.677
N 2.265 1.172 -0.559
C 2.550 -0.207 -0.626
C 1.567 -1.201 -0.642
C 2.046 -2.495 -0.830
C 3.380 -2.849 -0.897
C 4.313 -1.831 -0.806
C 3.925 -0.506 -0.689
C 4.974 0.576 -0.634
N -0.051 1.217 -0.776
C -1.230 1.986 -0.686
C -1.937 2.443 -1.724
C -3.307 2.934 -1.549
C -3.944 2.886 -0.380
C -3.244 2.488 0.876
C -1.758 2.078 0.717
C -0.840 2.872 1.642
H 2.179 6.474 -2.599
H 0.700 5.779 -1.949
H 1.796 4.770 -2.882
H 3.715 6.963 -0.889
H 4.950 6.357 1.158
H 4.400 4.250 2.346
H 2.628 2.779 1.478
H 0.329 3.650 -1.032
H 3.070 1.771 -0.636
H 1.299 -4.271 -0.574
H 3.680 -3.883 -1.016
H 5.370 -2.065 -0.844
H 5.969 0.135 -0.652
H 4.904 1.180 0.276
H 4.912 1.259 -1.488
H -1.553 2.340 -2.732
H -3.829 3.287 -2.430
H -4.978 3.199 -0.309
H -3.363 3.290 1.612
H -1.248 2.888 2.654
H -0.773 3.906 1.298
H 0.167 2.456 1.693
Cl -4.884 0.202 0.828
C -3.539 1.103 1.550
C -3.739 1.208 3.028
C -2.809 0.895 3.930
Cl -3.154 1.115 5.617
C -1.488 0.340 3.602
C -0.494 -0.012 4.509
C 0.701 -0.533 4.034
C 0.855 -0.764 2.679
N -0.108 -0.451 1.807
C -1.217 0.133 2.260
C -2.107 0.609 1.165
O -2.050 -0.311 0.153
H -4.703 1.573 3.358
H -0.656 0.115 5.570
H 1.492 -0.813 4.715
H 1.731 -1.253 2.272
O -3.470 -2.612 1.400
As -3.155 -3.425 -0.095
O -4.434 -3.466 -1.074
O -1.755 -2.710 -0.859
C -2.236 -5.054 0.386
C -2.758 -6.282 0.011
C -2.035 -7.446 0.242
C -0.784 -7.373 0.836
C -0.257 -6.140 1.204
C -0.980 -4.980 0.988
S -0.274 -3.406 1.620
O -1.174 -3.109 2.771
O 1.098 -3.776 1.996
O 1.043 -3.432 -0.980
H -2.756 -2.807 2.057
H -3.726 -6.323 -0.475
H -2.447 -8.403 -0.050
H -0.215 -8.275 1.017
H 0.713 -6.063 1.680
C -0.293 -2.677 -3.640
P -0.656 -1.114 -2.790
C -2.362 -0.739 -3.285
C 0.397 0.068 -3.692
H -0.543 -2.601 -4.700
H -0.879 -3.468 -3.175
H 0.764 -2.917 -3.529
H -2.453 -0.665 -4.370
H -2.679 0.193 -2.820
H -3.007 -1.537 -2.914
H 0.275 -0.055 -4.769
H 1.438 -0.119 -3.425
H 0.149 1.090 -3.413
*
```


Entry 8:
The following is a DFT calculation (ωB97M-V with the def2-TZVPD basis set) of a 3-piece molecular cluster, C4H9N overall.

Computed properties:
**Energy above the lowest of the compared OMol25 structures with the same formula, charge and spin**: 114.46 kcal/mol
**Calculated total energy**: -5778.84856 eV
**Maximum force**: 0.30 eV Å⁻¹
**E_HOMO**: -8.0 eV
**Kohn-Sham gap**: 9.11 eV

ORCA input file:
```
! RIJCOSX wB97M-V def2-TZVPD def2/J DEFGRID3
* xyz 0 1
C -1.545 0.418 -0.550
C -0.611 0.604 0.629
C 0.094 -0.555 1.246
N 0.813 0.309 0.507
C 1.671 0.141 -0.493
H -2.566 0.252 -0.188
H -1.557 1.313 -1.183
H -1.256 -0.442 -1.160
H -0.787 1.523 1.198
H 0.363 -1.684 -0.008
H 0.253 -0.883 2.266
H 2.618 -0.329 -0.250
H 0.862 -1.529 -0.708
H 1.649 0.862 -1.306
*
```


> What is the calculated total energy in the sixth record?

-2137.42160 eV